Entry from the Open Molecules 2025 dataset: a molecular structure, C9H11AuN4O3S3 (the ωB97M-V functional and the def2-TZVPD basis).

Calculated values
gap between HOMO and LUMO: 8.3 eV
relative energy (zero: lowest compared OMol25 entry of this formula, charge and spin): 1.9 kcal/mol
net charge: 0
HOMO energy: -8.90 eV

Structure (XYZ):
```
31
C9H11AuN4O3S3 (the ωB97M-V functional and the def2-TZVPD basis)
Au -0.57 -1.56 -0.10
C -1.88 3.99 0.73
C -1.37 2.87 1.54
N -1.19 2.87 2.82
N -0.71 1.62 3.10
C -0.57 0.85 2.02
S -0.02 -0.76 2.08
N -0.99 1.65 1.00
N -0.96 1.32 -0.34
H -2.20 4.78 1.39
H -2.73 3.66 0.12
H -1.11 4.37 0.06
H -0.51 1.35 4.04
H -0.59 2.10 -0.87
H -1.88 1.06 -0.71
C 4.03 -2.32 -1.19
C 3.45 -1.08 -1.44
C 2.11 -0.87 -1.14
C 1.35 -1.89 -0.58
C 1.93 -3.13 -0.34
C 3.27 -3.34 -0.65
H 5.07 -2.48 -1.43
H 4.03 -0.28 -1.87
H 1.65 0.09 -1.34
H 1.35 -3.94 0.08
H 3.72 -4.31 -0.46
O -2.66 -1.28 0.16
S -3.13 -1.25 -1.29
O -3.14 0.13 -1.75
O -4.31 -2.01 -1.52
S -1.46 -2.22 -2.12
```



Entry from the Open Molecules 2025 dataset: a molecular structure, C28H29N4O6SSeTc (the ωB97M-V functional and the def2-TZVPD basis).

Calculated values
gap between HOMO and LUMO (alpha / beta): 7.1 / 5.6 eV
relative energy (zero: lowest compared OMol25 entry of this formula, charge and spin): 81.0 kcal/mol
multiplicity: 4
net charge: +1
HOMO energy (alpha / beta): -10.57 / -10.42 eV

Structure (XYZ):
```
70
C28H29N4O6SSeTc (the ωB97M-V functional and the def2-TZVPD basis)
Tc -0.09 0.15 -0.97
C -0.40 5.29 1.68
N 0.33 4.07 1.95
C 1.71 3.99 2.08
C 2.03 2.74 2.41
N 0.83 2.01 2.43
C -0.24 2.88 2.24
S -1.85 2.52 2.48
C 0.57 0.73 2.96
C 0.19 0.66 4.29
C -0.30 -0.52 4.83
C -0.41 -1.61 3.99
C 0.03 -1.50 2.69
N 0.56 -0.38 2.18
H -0.18 6.03 2.45
H -1.46 5.06 1.71
H -0.12 5.68 0.71
H 2.34 4.85 1.92
H 2.98 2.29 2.61
H 0.22 1.57 4.86
H -0.60 -0.57 5.86
H -0.82 -2.55 4.33
H 0.00 -2.35 2.02
C 3.56 -0.30 1.40
C 3.51 -1.69 1.84
C 2.56 -2.50 1.32
C 1.54 -1.90 0.49
C 1.17 -0.46 0.74
C 2.50 0.27 0.81
C 1.06 -2.54 -0.70
C 1.57 -3.79 -1.11
C 1.14 -4.34 -2.28
C 0.14 -3.69 -3.03
C -0.38 -4.27 -4.22
C -1.40 -3.67 -4.89
C -1.94 -2.46 -4.39
C -1.45 -1.87 -3.27
C -0.37 -2.46 -2.57
N 0.16 -1.86 -1.44
H 4.50 0.24 1.49
H 4.30 -2.09 2.45
H 2.60 -3.57 1.47
H 2.57 1.25 0.37
H 2.33 -4.28 -0.52
H 1.55 -5.28 -2.63
H 0.05 -5.20 -4.56
H -1.79 -4.10 -5.80
H -2.77 -2.00 -4.92
H -1.87 -0.94 -2.92
C -2.47 -1.60 0.36
O -2.11 -0.43 -0.38
C -3.02 0.67 -0.14
C -2.63 1.80 -1.04
O -1.28 2.15 -0.76
C -0.89 3.34 -1.47
H -2.46 -1.37 1.43
H -1.75 -2.37 0.12
H -3.46 -1.92 0.06
H -2.93 0.96 0.90
H -4.04 0.34 -0.36
H -3.29 2.65 -0.83
H -2.72 1.54 -2.10
H -1.06 3.22 -2.54
H 0.17 3.49 -1.30
H -1.47 4.17 -1.07
O 1.91 0.03 -4.04
Se 1.10 1.20 -3.29
O 1.49 1.12 -1.58
O -0.50 0.73 -2.98
O 1.23 2.71 -3.82
```



Entry from the Open Molecules 2025 dataset: a molecular structure, C16H45N4O5Sr (the ωB97M-V functional and the def2-TZVPD basis).

Calculated values
gap between HOMO and LUMO: 4.4 eV
relative energy (zero: lowest compared OMol25 entry of this formula, charge and spin): 113.7 kcal/mol
net charge: +1
HOMO energy: -10.63 eV

Structure (XYZ):
```
71
C16H45N4O5Sr (the ωB97M-V functional and the def2-TZVPD basis)
Sr 3.37 -1.67 -2.72
O 2.67 1.47 -1.30
H 3.26 2.25 -1.29
C -3.00 1.14 2.44
C -2.16 1.45 1.15
C -2.56 2.67 0.38
O -2.34 3.84 1.22
C -2.69 5.06 0.67
N -0.79 1.65 1.56
H -4.01 0.77 2.22
H -3.20 1.97 3.12
H -2.58 0.35 3.07
H -2.19 0.58 0.49
H -3.62 2.59 0.14
H -2.16 2.81 -0.62
H -3.40 4.99 -0.16
H -1.86 5.66 0.29
H -3.16 5.66 1.45
H -0.81 2.56 2.00
H -0.33 1.80 0.67
C -1.11 -4.74 0.04
C 0.20 -4.75 0.74
C 0.88 -6.15 0.80
O 0.12 -7.27 1.26
C 0.81 -8.53 0.99
N 0.99 -3.59 0.32
H -1.06 -5.26 -0.92
H -1.56 -3.83 -0.35
H -1.84 -5.39 0.51
H -0.07 -4.52 1.77
H 1.85 -6.11 1.30
H 1.25 -6.42 -0.19
H 1.88 -8.59 1.19
H 0.67 -8.81 -0.06
H 0.26 -9.26 1.59
H 1.73 -3.49 0.99
H 0.42 -2.75 0.31
C -2.88 0.64 -4.98
C -2.61 -0.42 -3.92
C -3.17 -1.80 -4.41
O -4.60 -1.82 -4.24
C -4.99 -2.33 -2.96
N -1.16 -0.49 -3.79
H -2.70 1.65 -4.62
H -3.95 0.61 -5.20
H -2.22 0.52 -5.84
H -3.03 -0.10 -2.97
H -2.77 -2.69 -3.93
H -3.04 -1.89 -5.49
H -4.66 -3.35 -2.80
H -6.07 -2.31 -2.89
H -4.71 -1.75 -2.08
H -0.94 0.36 -3.30
H -0.74 -0.48 -4.71
C 5.51 3.18 4.14
C 4.63 3.16 2.87
C 5.22 4.12 1.75
O 5.30 5.45 2.12
C 4.14 6.23 1.81
N 4.53 1.85 2.28
H 5.26 4.13 4.60
H 6.55 3.18 3.81
H 5.39 2.38 4.87
H 3.62 3.50 3.11
H 4.62 3.95 0.85
H 6.15 3.71 1.36
H 4.11 6.57 0.77
H 4.14 7.02 2.56
H 3.22 5.69 2.02
H 4.15 2.07 1.37
H 3.86 1.28 2.78
```



Entry from the Open Molecules 2025 dataset: a molecular structure, C10H31CoO6 (the ωB97M-V functional and the def2-TZVPD basis).

Calculated values
gap between HOMO and LUMO (alpha / beta): 7.7 / 7.4 eV
relative energy (zero: lowest compared OMol25 entry of this formula, charge and spin): 0.0 kcal/mol
multiplicity: 4
net charge: +1
HOMO energy (alpha / beta): -12.58 / -12.58 eV

Structure (XYZ):
```
48
C10H31CoO6 (the ωB97M-V functional and the def2-TZVPD basis)
Co -1.72 -0.35 -1.31
O -0.45 -0.65 0.01
H -0.16 -0.83 0.91
C 0.75 2.72 -2.71
C 0.78 1.30 -2.20
O -0.49 0.62 -2.59
H 1.68 3.21 -2.43
H -0.09 3.27 -2.30
H 0.71 2.72 -3.81
H 0.79 1.28 -1.12
H 1.59 0.71 -2.62
H -0.54 0.54 -3.55
C 3.61 -2.35 -2.17
C 2.19 -2.09 -1.73
O 2.21 -1.20 -0.61
H 3.60 -2.91 -3.11
H 4.10 -2.97 -1.42
H 4.13 -1.42 -2.35
H 1.69 -3.04 -1.50
H 1.60 -1.66 -2.56
H 1.29 -0.97 -0.43
C -3.74 3.31 -0.25
C -3.47 1.87 0.10
O -2.16 1.44 -0.43
H -4.81 3.51 -0.29
H -3.29 3.59 -1.20
H -3.31 3.96 0.52
H -4.21 1.19 -0.32
H -3.42 1.71 1.18
H -1.48 1.84 0.13
C 0.49 -3.62 2.29
C -0.89 -3.88 1.72
O -1.00 -3.42 0.36
H 1.28 -3.98 1.63
H 0.59 -4.06 3.28
H 0.66 -2.54 2.44
H -1.62 -3.37 2.36
H -1.10 -4.95 1.72
H -0.65 -2.52 0.35
C 0.39 1.20 3.50
C 0.85 2.05 2.34
O -0.04 1.94 1.22
H 1.10 1.28 4.33
H 0.41 0.13 3.23
H -0.60 1.48 3.86
H 1.85 1.76 2.02
H 0.89 3.10 2.64
H -0.02 1.04 0.87
```



Entry from the Open Molecules 2025 dataset: a single C2H4N2 molecule (the ωB97M-V functional and the def2-TZVPD basis).

Calculated values
gap between HOMO and LUMO: 11.2 eV
relative energy (zero: lowest compared OMol25 entry of this formula, charge and spin): 15.2 kcal/mol
net charge: 0
HOMO energy: -10.36 eV
SMILES: N#CCN

Structure (XYZ):
```
8
C2H4N2 (the ωB97M-V functional and the def2-TZVPD basis)
N -1.03 -0.47 0.19
C -0.08 0.62 0.01
C 1.25 0.04 -0.26
N 2.07 -0.65 -0.71
H -0.70 -1.26 -0.35
H -1.04 -0.78 1.16
H -0.15 1.32 0.85
H -0.32 1.19 -0.89
```



Entry from the Open Molecules 2025 dataset: 2 unconnected molecules or ions with the total composition C6H14N2O2 (the ωB97M-V functional and the def2-TZVPD basis).

Calculated values
gap between HOMO and LUMO: 9.8 eV
relative energy (zero: lowest compared OMol25 entry of this formula, charge and spin): 24.7 kcal/mol
net charge: 0
HOMO energy: -9.14 eV
SMILES: CNC(C)=O.CNC(C)=O

Structure (XYZ):
```
24
C6H14N2O2 (the ωB97M-V functional and the def2-TZVPD basis)
C 0.55 1.11 -2.25
C 2.74 2.08 0.71
C 1.69 1.16 -1.27
O 2.71 0.50 -1.37
N 1.58 1.99 -0.16
H -0.04 0.21 -1.97
H 0.64 2.07 0.20
H 2.45 2.79 1.49
H -0.26 1.79 -2.01
H 0.91 1.05 -3.27
H 2.78 1.08 1.18
H 3.70 2.18 0.21
C -2.99 -0.78 1.82
C -0.22 -2.30 -0.32
C -2.01 -0.85 0.64
O -1.86 0.04 -0.17
N -1.37 -2.06 0.54
H -3.98 -0.52 1.44
H -1.53 -2.71 1.29
H -0.15 -3.36 -0.50
H -3.05 -1.73 2.31
H -2.56 0.03 2.46
H -0.39 -1.72 -1.24
H 0.68 -2.05 0.24
```



Entry from the Open Molecules 2025 dataset: a molecular structure, C17H10IN3O7Ru (the ωB97M-V functional and the def2-TZVPD basis).

Calculated values
gap between HOMO and LUMO: 7.0 eV
relative energy (zero: lowest compared OMol25 entry of this formula, charge and spin): 10.4 kcal/mol
net charge: 0
HOMO energy: -8.98 eV

Structure (XYZ):
```
39
C17H10IN3O7Ru (the ωB97M-V functional and the def2-TZVPD basis)
Ru -0.62 -0.38 0.28
O 1.91 3.28 -1.10
C 1.29 2.10 -1.03
O 0.34 1.79 -1.70
C 2.00 1.15 -0.11
C 3.32 1.36 0.23
C 4.01 0.38 0.93
C 3.37 -0.81 1.21
C 2.04 -0.96 0.85
N 1.36 0.02 0.24
C 1.33 -2.31 1.01
O 1.93 -3.23 1.50
O 0.14 -2.30 0.50
H 1.41 3.83 -1.72
H 3.79 2.28 -0.06
H 5.04 0.53 1.21
H 3.85 -1.65 1.70
O -3.62 0.52 -0.19
C -2.94 1.48 0.13
N -1.57 1.44 0.30
C -1.12 2.65 0.77
O 0.03 2.92 1.06
C -2.30 3.58 0.85
C -2.39 4.90 1.24
C -3.66 5.48 1.20
C -4.77 4.76 0.78
C -4.66 3.43 0.40
C -3.41 2.86 0.44
H -1.52 5.44 1.56
H -3.77 6.52 1.50
H -5.74 5.25 0.77
H -5.53 2.85 0.08
O -0.62 -1.12 4.38
C -0.74 -0.80 3.26
N -0.84 -0.42 2.13
I 0.06 -1.49 -2.55
C -1.58 -1.29 -1.26
H -1.97 -2.26 -0.96
H -2.31 -0.61 -1.67
```



Entry from the Open Molecules 2025 dataset: a gas-phase ion, C4H12N3O (charge +1) (the ωB97M-V functional and the def2-TZVPD basis).

Calculated values
gap between HOMO and LUMO: 9.8 eV
relative energy (zero: lowest compared OMol25 entry of this formula, charge and spin): 32.3 kcal/mol
net charge: +1
HOMO energy: -12.91 eV
SMILES: NC(=O)CNCC[NH3+]

Structure (XYZ):
```
20
C4H12N3O (the ωB97M-V functional and the def2-TZVPD basis)
N -2.43 -0.51 -0.23
C -1.23 -0.58 -1.27
C -0.42 0.72 -1.26
N 1.04 0.37 -1.22
C 1.71 0.57 0.12
C 1.01 -0.12 1.31
N 1.81 -0.37 2.38
O -0.19 -0.15 1.54
H -2.63 0.36 0.24
H -3.28 -0.93 -0.56
H -2.09 -1.12 0.51
H -0.71 -1.55 -1.06
H -1.76 -0.81 -2.21
H -0.67 1.44 -2.10
H -0.55 1.35 -0.38
H 1.73 0.76 -1.87
H 2.67 0.05 0.06
H 1.76 1.67 0.43
H 1.43 -0.61 3.28
H 2.83 -0.54 2.28
```



Entry from the Open Molecules 2025 dataset: 9 unconnected molecules or ions with the total composition C60H89F5N8O3P (the ωB97M-V functional and the def2-TZVPD basis).

Calculated values
gap between HOMO and LUMO: 7.4 eV
net charge: -1
HOMO energy: -5.55 eV

Structure (XYZ):
```
166
C60H89F5N8O3P (the ωB97M-V functional and the def2-TZVPD basis)
C -1.48 1.44 0.60
C -0.40 2.21 -0.18
C 0.65 1.28 -0.78
C 1.12 0.19 0.17
O 2.27 -0.42 -0.33
P 2.76 -1.84 0.59
C 4.01 -0.76 1.55
C 5.36 -0.51 0.86
C 5.44 0.91 0.27
C 5.42 2.03 1.31
C 6.79 2.53 1.78
C 7.81 1.46 2.17
C 7.62 0.76 3.55
C 6.42 1.23 4.39
C 6.47 0.64 5.82
O 5.64 -0.52 5.91
C 6.33 -1.72 5.67
O 1.50 -2.78 -0.17
C 1.41 -2.69 -1.57
C 1.11 -4.11 -2.13
C 2.36 -4.69 -2.84
C -0.16 -4.18 -2.99
C -0.55 -5.68 -3.09
C -1.36 -3.45 -2.37
C 3.32 -3.47 1.59
F 4.66 -3.50 1.87
F 3.11 -4.57 0.76
C 2.49 -3.67 2.81
C 1.16 -3.92 2.74
C 0.40 -4.03 3.86
C 0.97 -3.92 5.10
C 2.32 -3.72 5.16
C 2.96 -3.63 6.54
F 4.24 -4.02 6.53
F 2.28 -4.40 7.41
F 2.89 -2.37 7.01
C 3.07 -3.60 4.04
H -2.34 2.07 0.82
H -1.84 0.64 -0.05
H -1.09 1.07 1.54
H 0.04 2.96 0.48
H -0.91 2.74 -0.98
H 0.19 0.80 -1.66
H 1.51 1.85 -1.15
H 0.30 -0.53 0.29
H 1.32 0.66 1.15
H 3.74 -2.19 -0.40
H 1.81 -1.55 1.64
H 4.18 -1.12 2.57
H 3.53 0.21 1.66
H 5.63 -1.26 0.12
H 6.13 -0.56 1.64
H 6.33 0.98 -0.37
H 4.54 1.04 -0.35
H 4.79 1.78 2.16
H 4.93 2.89 0.84
H 7.23 3.09 0.95
H 6.66 3.27 2.57
H 7.87 0.74 1.35
H 8.78 1.96 2.19
H 8.52 0.92 4.15
H 7.51 -0.31 3.37
H 6.37 2.31 4.50
H 5.52 0.82 3.96
H 6.04 1.35 6.52
H 7.50 0.40 6.12
H 7.31 -1.75 6.16
H 5.76 -2.56 6.05
H 6.45 -1.88 4.59
H 0.61 -1.98 -1.82
H 2.33 -2.34 -2.04
H 0.94 -4.75 -1.27
H 3.04 -3.91 -3.18
H 2.90 -5.30 -2.12
H 2.06 -5.34 -3.67
H 0.05 -3.87 -4.02
H 0.26 -6.30 -3.45
H -1.49 -5.83 -3.62
H -0.74 -5.99 -2.06
H -2.27 -4.01 -2.61
H -1.49 -2.49 -2.88
H -1.25 -3.28 -1.30
H 0.66 -4.01 1.78
H -0.66 -4.20 3.75
H 0.35 -4.01 5.98
H 4.13 -3.43 4.15
N 6.63 2.64 -2.86
C 6.45 3.77 -2.11
C 7.31 4.73 -2.58
C 8.04 4.15 -3.66
C 7.59 2.86 -3.80
H 6.13 1.78 -2.73
H 5.72 3.80 -1.32
H 7.41 5.73 -2.20
H 8.80 4.62 -4.26
H 7.88 2.09 -4.49
N -4.67 -0.89 -2.91
C -3.72 0.06 -3.10
C -4.28 1.28 -2.81
C -5.62 1.05 -2.42
C -5.83 -0.31 -2.49
H -4.54 -1.88 -3.05
H -2.73 -0.20 -3.43
H -3.77 2.23 -2.86
H -6.34 1.79 -2.11
H -6.71 -0.90 -2.28
N 1.77 -8.71 -5.29
C 1.56 -10.05 -5.18
C 0.65 -10.42 -6.12
C 0.29 -9.25 -6.84
C 1.00 -8.21 -6.31
H 2.39 -8.17 -4.72
H 2.08 -10.63 -4.43
H 0.27 -11.42 -6.28
H -0.41 -9.18 -7.66
H 1.03 -7.17 -6.56
N -9.33 0.27 -2.59
C -10.13 -0.35 -1.67
C -11.30 -0.70 -2.28
C -11.20 -0.28 -3.64
C -9.98 0.32 -3.80
H -8.41 0.64 -2.42
H -9.79 -0.49 -0.65
H -12.13 -1.21 -1.82
H -11.95 -0.39 -4.40
H -9.52 0.76 -4.66
N 2.44 0.55 6.15
C 2.63 1.70 6.86
C 2.49 2.76 6.00
C 2.21 2.22 4.71
C 2.19 0.85 4.84
H 2.49 -0.38 6.53
H 2.84 1.67 7.92
H 2.59 3.80 6.25
H 2.05 2.76 3.80
H 2.01 0.07 4.12
N 5.21 6.65 -4.72
C 5.28 7.73 -3.88
C 5.22 8.87 -4.64
C 5.10 8.46 -6.00
C 5.09 7.09 -6.01
H 5.24 5.69 -4.43
H 5.37 7.59 -2.82
H 5.25 9.88 -4.27
H 5.03 9.10 -6.86
H 5.02 6.39 -6.82
N -10.01 2.79 -0.84
C -9.64 4.06 -1.16
C -10.51 4.92 -0.55
C -11.44 4.13 0.17
C -11.11 2.82 -0.03
H -9.55 1.95 -1.16
H -8.79 4.25 -1.80
H -10.48 6.00 -0.61
H -12.27 4.48 0.76
H -11.55 1.91 0.33
N -14.47 4.72 2.73
C -15.27 4.10 3.65
C -16.44 3.76 3.04
C -16.35 4.20 1.69
C -15.12 4.78 1.53
H -13.55 5.08 2.91
H -14.93 3.95 4.66
H -17.27 3.26 3.50
H -17.10 4.09 0.92
H -14.66 5.23 0.67
```



Here are the calculated E numbers, same order: -57811.713 -126121.202 -34341.505 -60776.699 -5118.303 -13524.554 -47277.264 -10853.694 -104602.398 (eV).